Formula: C38H53FeN4O2P2S
Source: the OMol25 dataset
Level of theory: ωB97M-V/def2-TZVPD

```
101
Properties=species:S:1:pos:R:3:lowdin_charge:R:1
C -2.905 5.943 -0.877 -0.0933
C -0.631 -6.498 -2.308 -0.0402
H -3.892 -6.187 -3.203 0.1305
H 2.038 5.319 -1.229 0.1242
C -3.054 -1.455 4.304 -0.0283
H 2.829 0.354 -1.835 0.1033
C -5.342 -0.966 0.169 -0.0170
H 0.507 -5.059 -1.225 0.0983
H 1.228 5.062 1.162 0.0902
H 2.274 -2.519 -2.068 0.1270
C 2.892 -1.332 4.565 -0.0350
C 2.686 -3.690 4.086 -0.0345
H -3.232 6.454 1.199 0.1183
H -3.261 1.705 3.094 0.1133
H 4.765 -2.774 -2.293 0.1556
H 0.187 -7.201 -2.376 0.1238
C -2.934 -5.931 -2.771 -0.0219
H -2.002 -7.764 -3.367 0.1323
C 1.711 -3.417 3.139 -0.0685
H 1.361 -1.117 -3.910 0.1400
H -0.353 4.446 2.212 0.1206
N 1.196 3.206 0.156 0.0690
N 4.061 -1.738 -4.007 0.0833
H -3.608 -4.031 -2.056 0.1164
H -4.738 0.636 -1.123 0.1216
H 1.597 -0.023 3.474 0.1147
C 2.058 -0.330 -3.610 -0.1434
C -0.460 -5.292 -1.658 -0.0802
C 2.943 -1.699 -1.795 -0.1463
C -1.119 6.093 0.965 -0.1870
H -5.703 -2.709 1.374 0.1297
H 3.066 6.020 0.001 0.1338
H 3.134 2.341 -1.648 0.0179
H -1.359 0.883 1.724 0.0805
C -3.216 -0.862 -0.940 -0.0836
H 4.031 -2.869 5.536 0.1308
H 2.597 4.007 1.477 0.1381
P -1.320 -2.857 -0.734 0.8664
H -4.318 0.218 4.748 0.1292
H -2.548 -0.359 -1.627 0.0671
O 0.551 -0.602 0.741 -0.4347
C -0.393 -3.163 0.810 -0.2733
C -2.899 0.692 3.213 -0.0453
C -1.536 -4.397 -1.554 -0.2993
C -4.454 -0.302 -0.666 -0.0395
H 4.557 2.927 -2.505 0.0809
C 3.926 4.283 -0.934 -0.2214
C -2.868 -2.088 -0.373 -0.3230
N 2.239 -0.427 -2.131 -0.1174
H 1.245 -4.241 2.613 0.1040
H -0.371 6.161 0.168 0.1089
H 2.978 -4.713 4.280 0.1270
C -2.464 6.591 0.433 -0.2354
C -1.155 4.663 1.509 -0.1329
H 2.988 3.668 -2.808 0.0910
C -1.836 0.235 2.450 -0.0691
H -3.245 4.908 -0.746 0.0548
H -6.317 -0.540 0.365 0.1295
C 3.372 -0.448 -4.367 -0.0648
H 4.635 4.999 -1.349 0.1244
H 1.602 0.628 -3.860 0.1375
C -5.001 -2.191 0.734 -0.0259
C -3.770 -2.759 0.462 -0.0711
H 4.444 3.804 -0.098 0.1183
O -0.381 -1.876 -1.542 -0.4306
H -3.747 6.480 -1.309 0.0883
H -2.384 7.668 0.288 0.1224
H -3.525 -2.103 5.031 0.1290
C 1.328 -2.094 2.905 -0.3058
H 0.542 -3.654 0.528 0.0699
H 4.062 0.356 -4.107 0.1453
C -1.870 -6.816 -2.862 -0.0095
C 2.718 5.071 -0.408 -0.1681
H -2.098 5.947 -1.615 0.0788
C 4.277 -1.827 -2.519 -0.0651
C 1.917 -1.048 3.628 -0.0644
C 1.929 4.382 0.700 -0.1250
H 4.959 -1.017 -2.256 0.1513
H -1.624 -2.928 3.717 0.1215
H 3.497 -2.532 -4.326 0.1964
C 3.630 3.252 -2.029 -0.1010
H -2.094 4.493 2.037 0.1341
H -0.971 -3.857 1.427 0.0997
H 3.346 -0.533 5.134 0.1252
H 1.800 2.582 -0.351 0.0768
N -1.113 3.627 0.447 0.0541
H 3.117 -1.751 -0.720 0.1403
H -0.784 6.742 1.777 0.1314
H -3.519 -3.721 0.895 0.1258
C -3.502 -0.149 4.139 -0.0206
H 3.208 -0.428 -5.443 0.1588
C -1.386 -1.073 2.617 -0.3053
C -2.774 -4.718 -2.120 -0.0439
P 0.044 -1.675 1.768 0.8564
C 3.276 -2.651 4.793 -0.0160
C -0.086 3.000 -0.072 -0.6433
H 4.956 -1.812 -4.502 0.2041
H -2.008 3.384 0.045 0.1122
S -0.547 1.771 -1.289 0.7685
C -1.990 -1.919 3.552 -0.0610
Fe 0.396 -0.265 -1.069 0.7497
```

2S+1: 6
Largest force on an atom: 0.73 eV/Å
Total charge: +4
HOMO energy (spin up / spin down): -18.402 / -18.403 eV
Energy: -4192.7145 hartree
LUMO (spin up / spin down): -0.3479 / -0.4583 Eh
HOMO-LUMO gap (spin up / spin down): 0.32839 / 0.21805 Eh
Energy relative to the best compared isomer or geometry (same formula, charge and spin): 0.0 kcal per mole

=====

Formula: C38H53N4O
Source: the OMol25 dataset
Level of theory: ωB97M-V/def2-TZVPD

```
96
Properties=species:S:1:pos:R:3:lowdin_charge:R:1
C -3.637 -2.354 0.530 -0.1857
H -3.629 -5.084 -1.292 0.0831
H -2.334 -0.441 -1.416 0.1107
C 8.691 3.720 -2.624 -0.1029
H 9.876 4.723 -1.138 0.1003
H -1.717 -2.074 4.376 0.1107
C -2.147 -0.278 8.374 -0.0807
C -1.832 2.004 2.221 -0.2213
C -4.398 -1.660 7.498 -0.0939
C -0.239 2.004 2.177 -0.2128
H 3.582 3.236 -1.414 0.0976
C 2.084 -1.470 -0.585 -0.1110
H -4.888 2.477 -0.232 0.1050
H 11.737 5.210 -2.695 0.1017
O 1.747 -1.399 0.815 -0.2407
C 3.371 2.084 -5.099 -0.0902
C 9.816 4.403 -2.172 -0.0966
H -5.107 -1.476 9.517 0.1083
H -3.442 -1.689 5.573 0.0550
N -2.363 -2.019 1.081 0.1904
H 9.609 3.243 -5.854 0.1010
H 0.109 1.406 3.098 0.1068
N -3.953 -2.690 2.675 0.0946
C -3.470 -0.597 -1.395 -0.1782
H -5.639 -6.301 -2.072 0.0990
H -3.619 3.111 1.547 0.1122
H -2.313 3.323 -1.008 0.1162
C -3.901 -6.200 -4.983 -0.0833
H -4.388 -2.907 3.582 0.1789
H -1.800 -4.566 -2.880 0.0970
C 2.397 2.233 -2.901 -0.1084
H -3.976 -6.517 -6.017 0.1065
H -3.813 -0.427 -2.470 0.1258
C -4.303 -1.255 8.825 -0.0792
H 1.104 -1.474 -1.180 0.0949
H -4.590 -2.612 -1.547 0.1198
H -2.053 3.989 1.218 0.1138
H -1.270 0.259 8.715 0.1079
C -3.707 -5.394 -2.329 -0.1250
H 2.347 1.980 1.685 0.1268
N -4.607 -2.777 1.474 0.1119
H -3.099 -0.260 10.300 0.1095
H 2.725 -0.605 -0.956 0.0903
C -4.931 -6.486 -4.092 -0.0866
C 2.423 -0.318 1.483 -0.2319
C -2.621 -2.244 2.485 -0.2914
C 2.323 1.815 -4.225 -0.0959
C 4.568 3.188 -3.323 -0.0875
H -5.570 -3.038 1.258 0.1884
H -2.185 0.925 2.195 0.0784
C -4.835 -6.081 -2.765 -0.0962
C -2.244 -0.678 7.045 -0.1012
C 4.492 2.775 -4.649 -0.0892
H -2.121 2.401 3.261 0.1132
H 1.448 1.278 -4.577 0.0989
C 3.522 2.916 -2.449 -0.0974
H 5.444 3.723 -2.971 0.0917
H -2.781 -2.726 -1.451 0.1121
H 3.565 -0.366 1.371 0.1330
H 7.872 3.514 -1.943 0.0919
H 0.177 3.059 2.347 0.1241
H 7.742 2.765 -4.300 0.0863
H -0.754 -1.611 2.998 0.1385
C -2.585 2.432 -0.338 -0.2013
C -4.139 0.392 -0.338 -0.2090
H -0.132 0.298 0.638 0.1067
H 2.399 1.304 -0.046 0.0759
H 2.217 -0.422 2.606 0.1238
H -1.443 -0.448 6.350 0.0928
H 1.577 2.026 -2.220 0.0831
C 8.617 3.302 -3.948 -0.0996
H 2.640 -2.424 -0.877 0.0986
H 0.191 1.969 0.006 0.0996
H 3.315 1.756 -6.131 0.1032
C -2.545 2.969 1.168 -0.1866
H -1.897 1.561 -0.556 0.0774
C -2.777 -5.505 -4.548 -0.0857
H -5.808 -7.026 -4.432 0.1053
C -3.368 -1.372 6.609 -0.1176
C -4.061 1.946 -0.797 -0.1744
H 11.601 4.476 -5.055 0.1018
H -4.172 2.044 -1.930 0.1126
C 10.862 4.675 -3.046 -0.0940
C 0.394 1.283 0.906 -0.2115
C -3.686 -2.159 -1.034 -0.1143
C 10.786 4.261 -4.372 -0.0933
C 1.983 1.137 1.001 -0.1688
H -1.978 -5.277 -5.244 0.1050
N -1.642 -1.992 3.353 0.2054
C -2.679 -5.104 -3.220 -0.1049
H -5.204 0.072 -0.099 0.1133
H -5.276 -2.199 7.157 0.1000
H 5.307 2.989 -5.332 0.0990
C 9.666 3.571 -4.822 -0.0943
C -3.175 -0.569 9.263 -0.0746
H -3.487 0.344 0.606 0.0814
```

Largest force on an atom: 6.50 eV/Å
Total charge: +1
HOMO energy: -10.446 eV
Energy: -1773.6703 hartree
LUMO: -0.1014 Eh
HOMO-LUMO gap: 0.28245 Eh